(1)
C9H20N2OS | the ωB97M-V functional and the def2-TZVPD basis

The geometry in ORCA input format:
```
! RIJCOSX wB97M-V def2-TZVPD def2/J DEFGRID3
* xyz 0 1
C 1.37 3.13 0.16
C 0.18 3.02 1.15
C 0.43 3.72 2.44
S -0.19 1.32 1.50
N -1.42 1.57 2.38
O 0.91 0.49 1.99
N -0.60 0.82 -0.24
C -0.28 -0.58 -0.42
C -1.45 -1.49 -0.03
C -1.31 -3.01 -0.01
C -0.83 -3.43 -1.47
C 0.37 -2.61 -1.90
C 0.08 -1.10 -1.82
H 1.81 4.10 0.31
H 2.10 2.35 0.39
H 1.12 3.09 -0.99
H -0.83 3.38 0.82
H -0.21 4.71 2.50
H 1.46 3.99 2.50
H 0.10 3.05 3.18
H -1.96 0.84 2.76
H -1.51 1.02 -0.61
H 0.54 -0.78 0.20
H -2.19 -1.20 -0.83
H -1.80 -1.15 0.94
H -2.12 -3.59 -0.01
H -0.41 -3.26 0.71
H -0.34 -4.47 -1.49
H -1.59 -3.34 -2.16
H 1.38 -2.74 -1.38
H 0.52 -2.73 -2.89
H 0.97 -0.62 -2.23
H -0.69 -0.88 -2.49
*
```

The HOMO energy is -0.3298 Eh. As for the frontier orbital gap: 9.739 eV. The value obtained for the calculated total energy is -937.72817 Ha. The calculation puts the energy relative to the best compared isomer or geometry (same formula, charge and spin) at 400.20 kJ/mol. The SMILES is CC(C)[S@](=N)(=O)NC1CCCCC1.

(2)
C14H10ClCoF9O | the ωB97M-V functional and the def2-TZVPD basis

The geometry in ORCA input format:
```
! RIJCOSX wB97M-V def2-TZVPD def2/J DEFGRID3
* xyz -2 4
C 2.44 -1.03 -0.66
C 2.84 0.12 -1.36
C 2.09 0.17 -2.56
H 3.56 0.85 -1.02
C 1.20 -0.93 -2.57
C 1.44 -1.67 -1.40
H 0.86 -2.52 -1.07
H 2.76 -1.31 0.33
H 2.17 0.93 -3.32
H 0.46 -1.14 -3.32
Co 0.56 0.52 -0.80
Cl 1.09 0.56 1.63
C -0.90 2.32 -0.28
C -1.27 1.90 -1.58
C -0.20 2.17 -2.44
H -2.17 1.37 -1.83
C 0.83 2.77 -1.68
C 0.40 2.87 -0.35
H 0.98 3.22 0.48
H -1.46 2.14 0.62
H -0.15 1.91 -3.48
H 1.81 3.06 -2.05
F -2.15 -2.24 -0.07
C -1.51 -2.42 1.14
F -2.35 -3.14 1.97
F -0.39 -3.20 0.90
C -1.09 -1.04 1.75
O -0.41 -0.39 0.69
C -2.38 -0.22 2.05
F -3.21 -0.89 2.94
F -2.05 1.00 2.62
F -3.09 0.02 0.89
C -0.35 -1.36 3.12
F -1.12 -2.17 3.93
F 0.85 -2.01 2.89
F -0.10 -0.21 3.87
*
```

The HOMO energy (alpha / beta) is 0.0411 / 0.0426 Eh. As for the frontier orbital gap (alpha / beta): 4.641 / 4.595 eV. The value obtained for the calculated total energy is -3356.37062 Ha. Its expectation value of S² is 3.7615. The calculation puts the energy relative to the best compared isomer or geometry (same formula, charge and spin) at 207.67 kJ/mol.

(3)
C3H10NO2 | the ωB97M-V functional and the def2-TZVPD basis

The geometry in ORCA input format:
```
! RIJCOSX wB97M-V def2-TZVPD def2/J DEFGRID3
* xyz 1 1
C -0.63 0.78 -1.17
N 0.34 0.27 -0.22
C 1.26 -0.83 -0.85
C -0.46 -0.21 1.04
O -1.14 1.13 1.45
O 0.30 -0.62 1.99
H -1.21 -0.12 -1.42
H -1.32 1.60 -0.85
H -0.16 1.16 -2.10
H 0.85 1.13 -0.01
H 1.72 -1.34 -0.02
H 0.51 -1.40 -1.50
H 1.88 -0.37 -1.48
H -1.37 -0.77 0.62
H -0.85 1.21 2.41
H 0.29 -1.63 2.11
*
```

The HOMO energy is -0.5788 Eh. As for the frontier orbital gap: 12.485 eV. The value obtained for the calculated total energy is -325.23614 Ha. The calculation puts the energy relative to the best compared isomer or geometry (same formula, charge and spin) at 213.67 kJ/mol. The SMILES is C[NH+](C)C(O)O.

(4)
C8H10O2 | the ωB97M-V functional and the def2-TZVPD basis

The geometry in ORCA input format:
```
! RIJCOSX wB97M-V def2-TZVPD def2/J DEFGRID3
* xyz 0 1
C -2.50 1.21 0.15
C -3.57 0.37 -0.07
C -3.25 -1.01 -0.02
C -1.92 -1.51 0.11
C -0.94 -0.61 0.42
C -1.19 0.76 0.36
H -2.81 2.28 0.15
H -4.62 0.74 -0.26
H -4.10 -1.72 -0.32
H -1.77 -2.63 0.02
H 0.17 -0.84 0.37
H -0.43 1.41 0.54
C 3.49 1.12 -0.33
C 3.45 -0.24 0.00
O 4.00 -0.62 0.98
O 2.55 -1.05 -0.70
H 4.16 1.56 0.48
H 4.17 1.27 -1.20
H 2.50 1.51 -0.42
H 2.61 -2.00 -0.25
*
```

The HOMO energy is -0.3398 Eh. As for the frontier orbital gap: 9.887 eV. The value obtained for the calculated total energy is -461.28151 Ha. The calculation puts the energy relative to the best compared isomer or geometry (same formula, charge and spin) at 149.76 kJ/mol. The SMILES is c1ccccc1.CC(=O)O.